No. 1
C3H12N2 | ωB97M-V/def2-TZVPD

Positions of all 17 atoms, in Å:
C1 3.53613 0.51573 -1.37114
N1 3.25827 0.18601 0.03839
H1 3.91972 1.53078 -1.49865
H2 2.59621 0.46451 -1.93296
H3 4.19388 -0.22400 -1.81995
H4 3.05006 1.02699 0.55064
H5 4.01364 -0.33978 0.45170
C2 -3.07420 -0.10525 -0.32458
C3 -2.56660 -0.83338 0.92979
N2 -1.60914 -0.03009 1.74928
H6 -4.12306 0.17759 -0.22699
H7 -2.47919 0.77968 -0.51587
H8 -2.99404 -0.72513 -1.20309
H9 -3.40946 -1.06179 1.57656
H10 -2.07725 -1.75938 0.62736
H11 -1.53338 0.87481 1.30221
H12 -0.70160 -0.47728 1.66730

As for the SMILES: CCN.CN. As for the frontier orbital gap: 10.15 eV. The calculation puts the relative energy (zero: lowest compared OMol25 entry of this formula, charge and spin) at 11.6 kcal/mol.

Here are the natural (NBO) charges for atoms 1 to 5, given in e: number 1, C, carries -0.41; number 2, N, carries -0.85; number 3, H, carries 0.17; number 4, H, carries 0.18; number 5, H, carries 0.19


No. 2
C7H13NO | ωB97M-V/def2-TZVPD

Positions of all 22 atoms, in Å:
C1 -0.39092 -0.59956 -2.12331
C2 1.68823 -0.98033 1.37792
C3 0.10656 1.87002 0.79874
C4 0.70920 -0.70026 0.28960
C5 -0.45049 0.47307 0.82916
N1 -1.57379 -0.05527 -1.61785
C6 0.67769 -1.11199 -0.93899
C7 -1.31410 0.06409 1.76199
O1 0.33635 0.33709 -2.86903
H1 -0.25259 1.05935 -3.06832
H2 -0.55787 -1.50528 -2.72117
H3 -1.32335 0.35975 -0.50972
H4 -2.22061 -0.79736 -1.36762
H5 1.41722 -1.75529 -1.39037
H6 1.17844 -1.19135 2.32136
H7 2.32828 -0.12292 1.53760
H8 2.30392 -1.84757 1.11879
H9 0.87377 2.01555 1.57127
H10 0.58180 2.06482 -0.17094
H11 -0.67488 2.63021 0.92481
H12 -1.68546 -0.95157 1.77156
H13 -1.75741 0.74478 2.47451

As for the SMILES: C=C(C)/C(C)=C\[C@@H](N)O. As for the frontier orbital gap: 9.59 eV. The calculation puts the relative energy (zero: lowest compared OMol25 entry of this formula, charge and spin) at 79.8 kcal/mol.

Here are the natural (NBO) charges for atoms 1 to 5, given in e: number 1, C, carries 0.24; number 2, C, carries -0.65; number 3, C, carries -0.66; number 4, C, carries 0.01; number 5, C, carries -0.10


No. 3
C6H11ClNO2 | ωB97M-V/def2-TZVPD

Positions of all 21 atoms, in Å:
C1 -1.72668 -1.63478 0.03500
C2 1.05445 -0.52831 -0.02080
C3 -0.93046 -0.75600 1.05732
C4 0.22084 0.79132 -0.23023
C5 1.05615 2.00752 0.24118
C6 -0.40826 0.99962 -1.52150
N1 0.49432 -1.27015 1.07838
O1 -2.69980 -1.35355 -0.56092
O2 -0.86812 0.50375 0.75088
Cl1 -1.10252 -3.31886 -0.11309
H1 0.88840 -1.22901 -0.84229
H2 2.15067 -0.44674 -0.11270
H3 -1.32228 -0.73099 2.11004
H4 0.33251 2.77763 0.52885
H5 1.62199 2.35447 -0.57216
H6 1.70930 1.83715 1.02583
H7 -1.20352 1.77878 -1.43699
H8 -0.76258 0.15166 -2.16120
H9 0.47432 1.35022 -2.13896
H10 0.49907 -2.27060 0.84317
H11 0.52220 -1.01312 2.04018

As for the SMILES: CC1(C)C[NH2+][C@H](C(=O)Cl)O1. As for the frontier orbital gap: 10.92 eV. The calculation puts the relative energy (zero: lowest compared OMol25 entry of this formula, charge and spin) at 0.0 kcal/mol. The charge is +1.

Here are the natural (NBO) charges for atoms 1 to 5, given in e: number 1, C, carries 0.50; number 2, C, carries -0.29; number 3, C, carries 0.16; number 4, C, carries 0.27; number 5, C, carries -0.62


No. 4
C24H30CaN2O2P | ωB97M-V/def2-TZVPD

Positions of all 60 atoms, in Å:
Ca1 5.38811 -8.76747 14.64442
N1 7.73573 -6.96642 12.41825
C1 7.86804 -8.34665 12.48521
O1 6.96135 -9.13519 12.90944
C2 9.11643 -8.86310 11.85338
C3 9.20859 -8.84197 10.29591
H1 7.02072 -6.48052 12.91306
H2 8.40818 -6.41170 11.89164
H3 9.10474 -9.91369 12.15465
H4 10.07469 -8.48673 12.33521
H5 8.37899 -9.37487 10.00880
H6 10.06364 -9.46012 10.08189
O2 5.85221 -6.80671 14.94739
C4 5.35227 -5.52992 15.03455
C5 4.95046 -4.87357 13.65613
C6 4.38749 -5.84746 12.62938
C7 3.18035 -6.62333 13.09133
C8 1.95424 -6.04099 13.33666
C9 0.87193 -6.90551 13.56755
C10 1.12569 -8.31398 13.69635
C11 2.42643 -8.76940 13.55443
N2 3.46273 -7.92410 13.27658
H7 9.19598 -7.83588 9.92035
H8 6.12187 -4.91288 15.56863
H9 4.38465 -5.41677 15.54191
H10 5.86431 -4.50360 13.30057
H11 4.23535 -4.12835 13.88684
H12 5.12097 -6.70411 12.29572
H13 4.13467 -5.19197 11.75210
H14 1.82037 -4.91080 13.20869
H15 -0.16841 -6.60809 13.50979
H16 0.31500 -8.94964 13.88820
H17 2.59857 -9.88645 13.47395
C12 5.68007 -14.46047 14.54619
P1 6.33348 -12.96944 13.60770
C13 5.91133 -11.80837 15.09929
C14 4.58720 -11.59505 15.46659
C15 4.36486 -10.72477 16.54443
C16 5.38209 -10.12974 17.30631
C17 6.68233 -10.36173 16.88437
C18 6.94174 -11.14437 15.77017
C19 4.90794 -12.45866 12.47591
C20 3.63151 -13.03864 12.26829
C21 2.67853 -12.51821 11.44472
C22 2.99958 -11.45341 10.56800
C23 4.25742 -10.92238 10.70262
C24 5.17309 -11.35694 11.62624
H18 6.43628 -14.78774 15.20643
H19 5.55137 -15.28529 13.85258
H20 4.81204 -14.44194 15.21232
H21 3.73724 -12.00899 14.89526
H22 3.36571 -10.44052 16.96504
H23 5.03805 -9.40814 18.09275
H24 7.49589 -9.84598 17.42827
H25 7.98073 -11.35496 15.53610
H26 3.38764 -13.87246 12.93561
H27 1.69401 -12.89519 11.41177
H28 2.25152 -11.10867 9.87835
H29 4.61355 -10.15515 9.97723
H30 6.04844 -10.79817 11.72500

As for the frontier orbital gap: 8.95 eV. The calculation puts the relative energy (zero: lowest compared OMol25 entry of this formula, charge and spin) at 13.0 kcal/mol. The charge is +1.

Here are the natural (NBO) charges for atoms 1 to 5, given in e: number 1, Ca, carries 1.82; number 2, N, carries -0.79; number 3, C, carries 0.72; number 4, O, carries -0.78; number 5, C, carries -0.52


No. 5
C19H57BNO9S8 | ωB97M-V/def2-TZVPD

Positions of all 95 atoms, in Å:
N1 -4.12279 -1.71069 0.65260
B1 -2.72017 -2.00130 0.00739
C1 -1.50822 -2.22743 1.11571
C2 -1.95660 -3.22285 2.13177
C3 -2.83005 -2.76742 3.25097
O1 -1.47719 -3.14954 3.45670
H1 -4.27037 -0.72587 0.81830
H2 -4.87222 -2.02736 0.05527
H3 -2.78532 -2.98739 -0.74973
H4 -2.35523 -1.03790 -0.72513
H5 -0.63241 -2.69842 0.67068
H6 -1.24770 -1.34683 1.71251
H7 -2.16247 -4.21658 1.74977
H8 -3.03682 -1.71331 3.20789
H9 -3.56355 -3.56582 3.26089
C4 2.51080 -5.02404 -1.99940
S1 2.23442 -3.88569 -0.63370
O2 0.90307 -4.18156 -0.06294
C5 2.00815 -2.41732 -1.65159
H10 2.62658 -6.01865 -1.57414
H11 1.64827 -4.99986 -2.66610
H12 3.42246 -4.74139 -2.52593
H13 1.17234 -2.57722 -2.33301
H14 2.92787 -2.21020 -2.20254
H15 1.77635 -1.59113 -0.98011
C6 7.12408 -1.97334 0.03275
S2 6.00329 -3.05517 0.93269
O3 5.49497 -4.05333 -0.03998
C7 4.69842 -1.84225 1.15599
H16 7.99623 -2.56157 -0.24520
H17 6.62537 -1.60135 -0.86236
H18 7.42609 -1.14730 0.67685
H19 4.36908 -1.47924 0.18280
H20 5.06858 -1.02065 1.76977
H21 3.87071 -2.33673 1.66038
C8 -2.98002 2.76141 -1.39692
S3 -4.56572 2.24651 -0.74498
O4 -4.61977 0.78380 -0.94923
C9 -5.58142 2.98762 -2.04190
H22 -2.21225 2.37308 -0.73218
H23 -2.84672 2.33275 -2.38914
H24 -2.91452 3.84998 -1.43470
H25 -5.27601 2.58447 -3.00799
H26 -5.46967 4.07284 -2.02404
H27 -6.61687 2.72065 -1.84023
C10 -6.76860 -7.24850 3.55064
S4 -6.84856 -6.00338 4.84287
O5 -8.21401 -6.07818 5.43577
C11 -6.80487 -4.60322 3.74034
H28 -6.81866 -8.22426 4.02937
H29 -7.61338 -7.12098 2.87382
H30 -5.82597 -7.14748 3.01329
H31 -7.63919 -4.67309 3.04223
H32 -5.85641 -4.59123 3.20281
H33 -6.89213 -3.69319 4.32879
C12 -0.30164 0.73704 -3.67239
S5 0.83168 1.73107 -2.70045
O6 0.00224 2.70359 -1.94949
C13 1.55363 2.62745 -4.08495
H34 -0.88401 0.13870 -2.97098
H35 -0.96096 1.39250 -4.24262
H36 0.26657 0.08446 -4.33581
H37 0.76311 3.15448 -4.62281
H38 2.07274 1.92718 -4.74091
H39 2.26624 3.34391 -3.67863
C14 1.85762 1.33439 4.20164
S6 0.72671 0.40349 3.14996
O7 0.95715 0.88478 1.76228
C15 -0.76650 1.19790 3.74451
H40 2.86925 1.01758 3.95141
H41 1.72205 2.39787 4.00202
H42 1.65321 1.10858 5.24921
H43 -0.69132 2.27214 3.57513
H44 -0.89119 0.97837 4.80507
H45 -1.59521 0.77498 3.17893
C16 6.51156 3.44138 -6.24083
S7 4.95944 3.13640 -5.38805
O8 4.78941 1.66385 -5.32337
C17 3.90169 3.73049 -6.71488
H46 7.31330 3.09282 -5.59364
H47 6.52359 2.88665 -7.17876
H48 6.62241 4.51061 -6.42147
H49 4.10238 3.15757 -7.62014
H50 4.08933 4.79168 -6.87907
H51 2.86983 3.58517 -6.40431
C18 2.22400 6.44935 3.32752
S8 0.77044 5.82465 4.17888
O9 0.77621 4.35230 3.99611
C19 -0.42985 6.47374 3.01185
H52 3.09750 6.10374 3.87614
H53 2.24290 6.05390 2.31219
H54 2.20007 7.53927 3.32032
H55 -0.21883 6.07447 2.02004
H56 -0.38428 7.56309 3.01223
H57 -1.41367 6.14553 3.33970

As for the frontier orbital gap: 4.36 eV. The charge is -1.

Here are the Mulliken charges for atoms 1 to 5, given in e: number 1, N, carries -0.64; number 2, B, carries 0.64; number 3, C, carries 0.39; number 4, C, carries 0.13; number 5, C, carries -0.18